1.
{"formula": "C9H14", "method": "ωB97M-V with the def2-TZVPD basis set", "e_lumo_ev": 1.074, "e_above_lowest_ev": 0.894, "smiles": "Cc1ccccc1.CC", "total_energy_ha": -351.29735, "gap_ev": 10.07, "species": ["C", "C", "C", "C", "C", "C", "C", "H", "H", "H", "H", "H", "H", "H", "H", "C", "C", "H", "H", "H", "H", "H", "H"], "xyz": [[2.652089, -0.668990, -2.476095], [1.445199, -0.074650, -1.764119], [1.488429, -0.080383, -0.361855], [0.477937, 0.589511, 0.308817], [-0.499922, 1.321781, -0.329482], [-0.489298, 1.370565, -1.711452], [0.493783, 0.706400, -2.448370], [3.496802, -0.766650, -1.795410], [2.979625, 0.090760, -3.196494], [2.469506, -1.600519, -3.013128], [2.309894, -0.537814, 0.161341], [0.546758, 0.627489, 1.390558], [-1.236208, 1.811317, 0.288090], [-1.379330, 1.705642, -2.238812], [0.415933, 0.596804, -3.521400], [-1.389627, -1.223985, 2.665667], [-2.280382, -0.017120, 2.478524], [-0.579681, -1.104671, 3.387290], [-2.109888, -1.921231, 3.138207], [-1.100704, -1.815851, 1.800713], [-2.938940, 0.233871, 3.318521], [-1.933715, 1.018134, 2.347636], [-2.838257, -0.260411, 1.571257]], "forces_ev_per_angstrom": [[-0.22, 0.84, -0.48], [1.32, 0.52, 0.21], [-1.11, 0.56, -1.18], [0.88, 0.23, 1.12], [0.28, -0.22, 0.01], [-0.67, -0.76, -0.76], [-0.25, -1.20, 1.12], [-0.15, -0.34, 0.10], [0.00, -0.34, -0.17], [-0.03, -0.01, 0.12], [0.02, -0.26, 0.12], [-0.25, -0.10, 0.04], [-0.23, 0.12, -0.25], [0.33, 0.60, 0.02], [0.11, 0.37, -0.10], [-0.89, -0.87, 1.68], [-0.51, 1.26, -0.83], [0.13, 0.02, -0.27], [0.56, -0.05, 0.14], [0.39, 0.78, -0.40], [-0.24, -1.05, -0.01], [1.12, -0.53, -0.50], [-0.58, 0.44, 0.25]]}

---

2.
{"formula": "C9H14", "method": "ωB97M-V with the def2-TZVPD basis set", "e_lumo_ev": 1.025, "e_above_lowest_ev": 0.657, "smiles": "Cc1ccccc1.CC", "total_energy_ha": -351.30606, "gap_ev": 10.00, "species": ["C", "C", "C", "C", "C", "C", "C", "H", "H", "H", "H", "H", "H", "H", "H", "C", "C", "H", "H", "H", "H", "H", "H"], "xyz": [[-2.650095, -0.514331, 0.068445], [-1.263390, -0.754493, 0.584947], [-0.922287, -0.497243, 1.904970], [0.417418, -0.631033, 2.323702], [1.361019, -1.046096, 1.412153], [0.990331, -1.501580, 0.153691], [-0.284479, -1.267989, -0.301701], [-3.345552, -1.321661, 0.311307], [-2.708526, -0.287236, -0.995674], [-3.068967, 0.384478, 0.520050], [-1.641551, -0.042892, 2.575168], [0.672009, -0.454830, 3.363481], [2.413744, -0.853619, 1.610995], [1.708178, -1.693017, -0.647668], [-0.664231, -1.532921, -1.281053], [1.685737, 1.726134, -0.943356], [0.629285, 1.299526, -1.978691], [1.589034, 2.793846, -0.760254], [1.379257, 1.208720, -0.029674], [2.694141, 1.362217, -1.136343], [0.766828, 1.958557, -2.845779], [0.660035, 0.232266, -2.206982], [-0.417939, 1.433197, -1.701735]], "forces_ev_per_angstrom": [[-0.56, 0.64, 0.28], [0.39, -0.41, -0.65], [0.84, 0.27, -0.05], [-1.16, -0.21, -0.05], [0.86, 0.00, -0.03], [0.37, 1.29, -1.38], [-1.80, -0.39, 1.41], [0.14, -0.08, -0.14], [0.28, -0.42, -0.13], [-0.05, 0.04, 0.30], [-0.13, -0.25, 0.07], [0.12, 0.37, -0.20], [-0.08, -0.68, 0.26], [0.23, -0.40, 0.65], [0.50, 0.01, -0.18], [-1.65, -1.01, 0.78], [0.36, 0.53, -0.64], [0.51, 0.04, -0.04], [0.26, 0.29, 0.28], [-0.01, 0.42, -0.41], [-0.07, -0.68, -0.33], [0.48, 0.25, -0.41], [0.15, 0.37, 0.63]]}

---

3.
{"formula": "C9H14", "method": "ωB97M-V with the def2-TZVPD basis set", "e_lumo_ev": 1.026, "e_above_lowest_ev": 0.516, "smiles": "Cc1ccccc1.CC", "total_energy_ha": -351.31123, "gap_ev": 9.97, "species": ["C", "C", "C", "C", "C", "C", "C", "H", "H", "H", "H", "H", "H", "H", "H", "C", "C", "H", "H", "H", "H", "H", "H"], "xyz": [[2.267617, 1.808797, -0.751092], [1.432336, 0.661585, -1.300243], [0.158949, 0.415453, -0.766407], [-0.528698, -0.748885, -1.060872], [0.063990, -1.696434, -1.928680], [1.197144, -1.331135, -2.629031], [1.927269, -0.201344, -2.249702], [2.443549, 1.548415, 0.294394], [1.785204, 2.776470, -0.841150], [3.233713, 1.863195, -1.251802], [-0.301071, 1.139629, -0.105414], [-1.551016, -0.847226, -0.729066], [-0.297242, -2.712409, -2.009042], [1.554604, -2.025652, -3.378109], [2.915431, 0.009807, -2.642389], [-2.311571, -0.509510, 2.105943], [-1.738034, 0.383780, 3.210539], [-2.805523, -0.026278, 1.261979], [-1.540131, -1.184813, 1.740258], [-3.082684, -1.160728, 2.520315], [-0.652356, 0.404890, 3.151621], [-2.087965, 1.417088, 3.181925], [-2.083514, 0.015305, 4.176026]], "forces_ev_per_angstrom": [[-0.08, -0.86, -0.19], [-0.16, 0.52, 0.52], [-0.09, -0.10, -0.22], [0.48, -0.12, -0.76], [-0.31, 0.79, 0.36], [0.43, -0.57, 0.57], [-0.03, 0.00, -0.33], [0.10, 0.47, 0.08], [-0.17, 0.07, 0.14], [-0.01, 0.00, -0.02], [0.05, 0.07, 0.07], [0.08, -0.39, 0.39], [-0.51, 0.17, -0.36], [0.33, 0.08, 0.03], [-0.10, -0.13, -0.31], [-0.34, -0.55, 0.23], [-0.42, 0.27, -0.14], [0.37, 0.33, 0.02], [-0.01, 0.07, -0.23], [-0.05, -0.01, 0.05], [0.03, 0.01, 0.26], [-0.02, -0.01, -0.27], [0.43, -0.09, 0.11]]}